Entry 1:
{"formula": "C4H36N2O12", "method": "ωB97M-V with the def2-TZVPD basis set", "species": ["N", "C", "C", "N", "C", "C", "H", "H", "H", "H", "H", "H", "H", "H", "H", "H", "H", "H", "H", "H", "O", "H", "H", "O", "H", "H", "O", "H", "H", "O", "H", "H", "O", "H", "H", "O", "H", "H", "O", "H", "H", "O", "H", "H", "O", "H", "H", "O", "H", "H", "O", "H", "H", "O"], "positions_angstrom": [[0.86792, -3.88149, 0.19779], [0.81223, -2.93043, -0.91641], [0.10540, -1.57516, -0.65115], [0.05921, -1.03652, 0.69728], [-0.31319, 0.38722, 0.75367], [1.26468, -1.34649, 1.46593], [0.65506, -4.79911, -0.18446], [1.81433, -3.99888, 0.54335], [0.29306, -3.42151, -1.73852], [1.77818, -2.66118, -1.36008], [-0.90908, -1.73548, -1.03914], [0.44810, -0.79851, -1.35339], [-0.28970, 0.90051, -0.20355], [-1.37053, 0.32442, 1.00593], [-0.01560, 0.92583, 1.65091], [1.11880, -2.33424, 1.88227], [1.27622, -0.79321, 2.41082], [2.21226, -1.12384, 0.99516], [2.15459, 3.15650, 2.45256], [1.28040, 4.25401, 1.76828], [1.46206, 3.82130, 2.61107], [-2.95900, -1.52533, -1.63086], [-4.44196, -1.08218, -1.57157], [-3.60766, -0.94211, -2.03125], [1.27979, 0.65143, -3.99465], [-0.07519, 1.23155, -3.52770], [0.88894, 1.41040, -3.55247], [-2.04640, 0.64444, -2.06638], [-2.36796, 0.29749, -3.52072], [-1.66232, 0.63602, -2.95885], [3.98308, 1.54886, 2.13968], [2.66394, 1.16990, 2.56954], [3.36982, 1.76800, 2.85735], [3.42493, 1.28439, -0.51604], [1.99202, 1.57732, -0.14530], [2.82274, 1.24377, 0.23412], [-1.67583, -3.47140, 2.22071], [-1.44245, -2.06328, 1.87416], [-2.15961, -2.63473, 2.21397], [-3.72110, -1.97023, 1.22195], [-4.15869, -0.60527, 1.06928], [-4.37881, -1.47069, 0.69812], [3.91306, -1.35682, 0.69448], [4.42453, -2.84104, 0.19947], [4.51963, -2.08811, 0.78827], [1.46495, 2.97442, -2.22394], [0.25536, 2.65332, -1.43217], [1.13776, 3.02434, -1.31476], [-3.64914, 1.49874, -0.04111], [-2.60980, 2.43087, -0.68018], [-2.77314, 1.50536, -0.43351], [-2.05830, 4.84123, 0.04329], [-2.52034, 4.22541, 1.39132], [-2.53728, 4.10018, 0.43743]], "mulliken_charge": [-0.4724, -0.9201, 0.7243, 0.5420, -0.6778, -0.7171, 0.2749, 0.2041, 0.4819, 0.2323, -0.6971, 0.1642, -0.1658, 0.0986, 0.5544, 0.4168, 0.4817, -0.2609, 0.3885, 0.2983, -0.6482, 0.2995, 0.2705, -0.6380, 0.2693, 0.3865, -0.6100, 0.3726, 0.2675, -0.6662, 0.3472, 0.3471, -0.7620, 0.2222, 0.2309, -0.3980, 0.3206, 0.3226, -0.7720, 0.3433, 0.2784, -0.6261, 0.3096, 0.2970, -0.6446, 0.3255, 0.2434, -0.6421, 0.1568, 0.2907, -0.4197, 0.2916, 0.2892, -0.6061]}

Entry 2:
{"formula": "C4H36N2O14", "method": "ωB97M-V with the def2-TZVPD basis set", "species": ["C", "C", "N", "C", "C", "N", "O", "H", "H", "H", "H", "H", "H", "H", "H", "H", "H", "H", "H", "O", "H", "H", "O", "H", "H", "O", "H", "H", "O", "H", "H", "O", "H", "H", "O", "H", "H", "O", "H", "H", "O", "H", "H", "O", "H", "H", "O", "H", "H", "O", "H", "H", "O", "H", "H", "O"], "positions_angstrom": [[1.95806, 2.04840, 0.40420], [1.30292, 1.02497, -0.53766], [0.38117, 0.20304, 0.28886], [-0.29526, -0.78197, -0.55846], [-1.31279, -1.65895, 0.13429], [-1.76586, -1.30996, 1.35376], [-1.71986, -2.62582, -0.50381], [1.52809, 3.05037, 0.39029], [1.79143, 1.73002, 1.43349], [2.99216, 2.26362, 0.15093], [0.64959, 1.45474, -1.28307], [2.12678, 0.48261, -0.99382], [0.99224, -0.17402, 0.96397], [-0.80697, -0.19140, -1.31491], [0.42676, -1.43013, -1.04989], [-1.41157, -0.51438, 1.82884], [-2.37737, -1.94389, 1.85961], [1.58494, -0.12946, -4.12910], [2.03862, -1.18407, -3.08457], [1.25889, -0.79540, -3.50530], [-2.58488, 0.88574, -2.22167], [-3.87937, 0.08705, -2.54398], [-3.55423, 0.91483, -2.11424], [-0.96745, -1.88844, -3.20572], [-2.08156, -2.62787, -2.52054], [-1.93334, -1.95923, -3.22446], [-1.81422, 3.24226, 1.62324], [-0.35603, 2.77892, 1.59197], [-1.00383, 3.19893, 2.19194], [2.20388, -0.34207, 2.72018], [3.36333, -1.01578, 3.40465], [3.04782, -0.79396, 2.52695], [-1.76790, 2.05679, 3.16331], [-3.13715, 1.26743, 3.41093], [-2.18081, 1.19831, 3.46301], [3.98955, -0.46205, 0.98237], [4.68060, -0.65350, -0.38410], [4.73331, -0.16398, 0.42506], [-1.77201, 1.18676, 0.24613], [-1.29373, 2.18845, -0.83394], [-1.85525, 2.09695, -0.10574], [-0.36999, 0.06615, -3.48207], [-1.45487, 0.73405, -4.35312], [-1.08409, 0.72653, -3.47634], [2.59848, -1.92517, -0.71449], [3.00933, -2.71062, -1.88375], [2.83629, -1.80447, -1.62351], [-3.77591, 0.15521, 0.79098], [-4.42470, 0.75477, -0.47708], [-4.52963, 0.64868, 0.47642], [2.26490, -2.62522, 1.72889], [1.33357, -3.33385, 0.72684], [1.80776, -2.50912, 0.89156], [0.12513, 0.50299, 4.39269], [-0.08827, 0.46785, 2.95779], [0.57333, 0.13836, 3.60219]], "mulliken_charge": [-1.5192, -0.2122, 0.6835, 0.9365, -0.3891, -0.0941, -0.7729, 0.4306, 0.2987, 0.3514, 0.3982, 0.2192, -0.2733, -0.3672, 0.5168, 0.0210, 0.2917, 0.2651, 0.2899, -0.6283, 0.2816, 0.3416, -0.7384, 0.2826, 0.3331, -0.6124, 0.3655, 0.3910, -0.8190, 0.3050, 0.2638, -0.6094, 0.4709, 0.2879, -0.7006, 0.3624, 0.3268, -0.6333, 0.2426, 0.3098, -0.6414, 0.1912, 0.3103, -0.5727, 0.2123, 0.3248, -0.6407, 0.3031, 0.4234, -0.6445, 0.2594, 0.2514, -0.5383, 0.3479, 0.2039, -0.6876]}

ΔE to the lowest compared entry with this formula, charge and spin, respectively: 29.8; 53.0 kcal/mol.
Highest occupied orbital energy, respectively: -8.7; -9.9 eV.
Electronic energy, respectively: -1186.328648; -1336.907487 a.u..